Molecular formula: C29H45Cl2N2PTi
Method: DFT, ωB97M-V/def2-TZVPD

Positions of all 80 atoms, in Å:
P1 -0.51434 2.06405 -1.51976
C1 1.08925 2.96075 -1.85745
C2 1.08610 3.82426 -3.12243
C3 2.50857 4.32916 -3.40969
C4 3.14565 5.02789 -2.20177
C5 3.04223 4.22236 -0.90122
C6 1.61090 3.73578 -0.63854
C7 -1.72684 3.24256 -0.73923
C8 -1.96653 4.50938 -1.55474
C9 -3.17473 5.25528 -0.96418
C10 -3.02015 5.52643 0.53986
C11 -2.60814 4.28950 1.35319
C12 -1.40393 3.57410 0.73015
C13 -1.22837 1.56306 -3.16973
C14 -0.25151 0.60766 -3.87528
C15 -0.80799 0.14283 -5.22503
C16 -2.21319 -0.46024 -5.10414
C17 -3.17584 0.44286 -4.32377
C18 -2.60543 0.90885 -2.97774
H1 1.77289 2.10126 -2.01156
H2 0.40126 4.67534 -2.98306
H3 0.71253 3.25607 -3.98705
H4 2.47264 5.01183 -4.26653
H5 3.12889 3.47028 -3.70517
H6 4.19579 5.24387 -2.42234
H7 2.65048 5.99746 -2.05743
H8 3.71140 3.35198 -0.95116
H9 3.37343 4.84101 -0.05971
H10 1.57945 3.10444 0.26199
H11 0.96811 4.61005 -0.45041
H12 -2.65613 2.64406 -0.72286
H13 -4.07532 4.64619 -1.13482
H14 -2.14677 4.26717 -2.61442
H15 -1.06930 5.14951 -1.51012
H16 -3.30631 6.19720 -1.50985
H17 -3.96001 5.93097 0.93137
H18 -2.26078 6.30864 0.67741
H19 -2.37324 4.58325 2.38481
H20 -3.45149 3.58407 1.39887
H21 -1.16459 2.65862 1.28978
H22 -0.51611 4.21830 0.79618
H23 -1.35914 2.47089 -3.79329
H24 0.73073 1.07950 -4.03043
H25 -0.07519 -0.25547 -3.21664
H26 -0.84597 1.00969 -5.90039
H27 -0.12053 -0.58668 -5.66926
H28 -2.14511 -1.43598 -4.60457
H29 -2.61928 -0.64136 -6.10488
H30 -4.12955 -0.07161 -4.15731
H31 -3.38558 1.33873 -4.92426
H32 -3.31199 1.61236 -2.51257
H33 -2.50437 0.06453 -2.27949
Ti1 0.00598 -0.35539 0.37461
Cl1 -2.24727 0.00703 0.38228
Cl2 1.54370 -0.65377 -1.23726
C19 0.97185 0.88385 1.50901
H34 1.98260 1.13874 1.16526
C20 0.66558 1.28100 2.85337
C21 -0.64849 1.18570 3.40929
C22 -0.90014 1.56072 4.72381
C23 0.14640 2.02093 5.53979
C24 1.44783 2.13791 5.00879
C25 1.70240 1.78918 3.69592
H35 -1.46633 0.80679 2.77151
H36 -1.91485 1.48312 5.12520
H37 2.26601 2.49804 5.63583
H38 2.70803 1.86735 3.26155
H39 -0.04288 2.28265 6.57846
C26 -0.61424 -5.68624 0.69905
N1 -0.36063 -4.34361 1.20633
C27 -0.29290 -3.96112 2.54697
C28 -0.03416 -2.62383 2.56949
N2 0.08215 -2.18460 1.24737
C29 -0.11318 -3.25927 0.45249
H40 0.21018 -6.36060 0.96431
H41 -1.54574 -6.09235 1.11415
H42 -0.69789 -5.63545 -0.39567
H43 -0.43366 -4.65769 3.35089
H44 0.03310 -1.92933 3.39182
H45 -0.12671 -3.27227 -0.62681

Summary:
**Largest force on an atom**: 4.2 eV Å⁻¹
**M**: 571.4 g/mol
**ΔE to the lowest compared entry with this formula, charge and spin**: 3.18 kcal/mol
**Frontier orbital gap (alpha / beta)**: 6.5152 / 6.5146 eV

Molecular formula: C29H45CrFP2
Method: DFT, ωB97M-V/def2-TZVPD

Positions of all 78 atoms, in Å:
Cr1 -1.55313 -0.27399 -0.36194
C1 -1.84654 2.12028 -0.23835
C2 -1.57632 1.64121 -1.56850
C3 -3.50862 0.58948 -0.80509
C4 -2.99351 1.43403 0.25102
C5 -2.63201 0.72418 -1.94731
C6 -1.21079 3.27166 0.45887
H1 -0.25900 3.56688 0.00124
H2 -1.01072 3.04285 1.51401
H3 -1.87501 4.15111 0.44736
C7 -3.68581 1.73763 1.53036
H4 -2.96477 1.95166 2.32661
H5 -4.29775 0.89699 1.86928
H6 -4.34355 2.61326 1.41987
C8 -4.81679 -0.10909 -0.77121
H7 -5.64022 0.61644 -0.86804
H8 -4.95914 -0.65109 0.17231
H9 -4.89414 -0.82608 -1.59509
C9 -2.89377 0.19470 -3.31106
H10 -3.46242 0.91083 -3.92188
H11 -3.49031 -0.72133 -3.25415
H12 -1.95896 -0.01423 -3.84486
C10 -0.61778 2.24546 -2.53036
H13 -1.15242 2.90226 -3.23115
H14 -0.11580 1.48555 -3.13780
H15 0.15373 2.85409 -2.05020
C11 2.39287 2.43803 2.09554
C12 3.22047 3.09537 1.28032
C13 3.76241 2.54972 -0.00385
C14 4.33485 1.10961 0.04986
C15 3.44265 0.06724 -0.64824
C16 1.98754 0.43047 -0.68965
C17 1.21079 0.84062 0.53354
C18 1.96379 1.00874 1.85214
H16 4.60837 3.18983 -0.30686
H17 4.57254 0.83348 1.07945
H18 2.98735 2.61004 -0.78238
H19 2.81451 0.33804 1.86621
H20 2.02698 2.90773 3.01820
H21 3.59659 4.09858 1.52982
H22 1.35368 0.66027 2.69422
H23 0.73806 1.80341 0.27641
H24 1.71493 0.99370 -1.59496
H25 0.33479 0.14027 0.75740
H26 5.30596 1.12500 -0.46456
H27 3.84761 -0.06064 -1.66351
P1 3.27759 -1.65802 -0.02007
C19 3.90151 -1.68880 1.66937
C20 4.52122 -2.65218 -0.93189
P2 0.43815 -1.26867 -1.26076
C21 1.69230 -2.37433 -0.39251
C22 1.08899 -1.17358 -2.95937
C23 -0.74365 -2.68027 -1.52420
H28 3.11038 -2.04523 2.34775
H29 4.21901 -0.69500 2.00380
H30 4.78303 -2.35370 1.72998
H31 4.67687 -3.61322 -0.42397
H32 5.48102 -2.11044 -0.98893
H33 4.15828 -2.85398 -1.94460
H34 -0.16102 -3.44812 -2.05541
H35 -1.62650 -2.40317 -2.11354
H36 -1.07759 -3.07246 -0.56188
H37 1.24114 -2.74125 0.54566
H38 1.89716 -3.24357 -1.05422
H39 0.24407 -1.24716 -3.65389
H40 1.78068 -2.01322 -3.13479
H41 1.61007 -0.23922 -3.16308
F1 -4.27236 -2.78584 4.73248
C24 -3.56252 -2.31662 3.65591
C25 -3.90727 -2.77508 2.38283
C26 -3.19983 -2.25599 1.29112
C27 -2.21563 -1.30124 1.48138
C28 -1.87385 -0.87167 2.75113
C29 -2.55782 -1.37031 3.87424
H42 -4.70434 -3.49908 2.22876
H43 -3.43587 -2.61985 0.28835
H44 -1.07951 -0.14193 2.89386
H45 -2.31494 -1.02107 4.87345

Summary:
**Total charge**: +1
**Largest force on an atom**: 2.9 eV Å⁻¹
**Spin multiplicity**: 4
**M**: 526.6 g/mol
**Frontier orbital gap (alpha / beta)**: 5.6716 / 6.9239 eV

Molecular formula: C29H45N13O3SeTi
Method: DFT, ωB97M-V/def2-TZVPD

Positions of all 92 atoms, in Å:
Ti1 -0.75133 0.33878 0.25625
Se1 -0.48981 6.52317 4.99335
N1 -1.77626 5.40212 4.48919
C1 -1.21762 4.48663 3.74296
C2 -1.94942 3.37327 3.15161
C3 -3.30540 3.12755 3.38206
C4 -3.89561 2.01270 2.82417
C5 -3.13835 1.17755 2.01077
N2 -1.85100 1.42327 1.76146
C6 -1.25133 2.47748 2.34678
C7 0.18253 2.61635 2.12151
N3 0.74234 1.68011 1.35405
C8 2.06312 1.69173 1.18850
C9 2.87423 2.65914 1.76667
C10 2.29592 3.65277 2.53124
C11 0.91626 3.63791 2.72850
C12 0.19958 4.61409 3.53758
N4 0.77770 5.63119 4.12047
H1 -3.86515 3.80913 4.00908
H2 -4.93461 1.77809 3.00436
H3 -3.54559 0.27795 1.55806
H4 2.47920 0.89281 0.58468
H5 3.94205 2.62606 1.60417
H6 2.88738 4.43436 2.98968
N5 -2.28488 1.47674 -1.04940
C13 -2.11284 2.88714 -1.43051
C14 -0.92596 3.02644 -2.36741
C15 0.39344 2.54563 -1.78560
N6 0.39631 1.08923 -1.49477
H7 -2.37741 0.87092 -1.87510
H8 -3.18468 1.32495 -0.59679
H9 -1.95268 3.47746 -0.52211
H10 -3.01089 3.27582 -1.91506
H11 -0.81269 4.07345 -2.65150
H12 -1.13353 2.48617 -3.29775
H13 0.62478 3.08078 -0.86105
H14 1.19648 2.76858 -2.49166
H15 1.34740 0.72664 -1.42563
H16 0.07074 0.55774 -2.30192
C16 2.83878 -2.82220 2.46068
N7 1.86218 -1.86090 2.95681
C17 1.91479 -1.45455 4.36692
C18 1.07111 -0.18558 4.33604
N8 0.15748 -0.39555 3.20480
C19 -1.11177 -1.03640 3.62300
C20 0.86288 -1.23840 2.31092
N9 0.49196 -1.25819 1.06308
C21 0.72644 -2.43240 0.20753
C22 1.86331 -2.30638 -0.79781
N10 1.43131 -1.52566 -1.94355
C23 1.73625 -1.98639 -3.11794
N11 1.01431 -1.70853 -4.23973
C24 -0.12216 -0.83655 -4.29969
C25 1.65240 -2.20901 -5.44393
C26 2.71828 -3.15947 -4.88186
N12 2.76115 -2.82502 -3.45974
C27 4.01787 -2.87464 -2.73956
H17 3.55133 -3.00744 3.26014
H18 3.38267 -2.42918 1.60099
H19 2.38659 -3.77598 2.20289
H20 2.94589 -1.24988 4.65067
H21 1.52548 -2.24129 5.01703
H22 1.70934 0.67566 4.12056
H23 0.51999 0.00706 5.25246
H24 -0.93416 -1.90379 4.26700
H25 -1.67464 -1.36022 2.74639
H26 -1.69541 -0.30588 4.18298
H27 -0.20499 -2.61434 -0.33183
H28 0.88071 -3.31147 0.82707
H29 2.14286 -3.32761 -1.08785
H30 2.73722 -1.88355 -0.28113
H31 -0.72801 -0.92117 -3.39566
H32 -0.75219 -1.12178 -5.14172
H33 0.16285 0.21409 -4.45577
H34 2.08868 -1.40032 -6.03862
H35 0.92619 -2.73249 -6.06561
H36 3.69406 -2.98295 -5.33412
H37 2.45750 -4.20698 -5.03776
H38 4.84185 -2.81176 -3.45077
H39 4.13847 -3.79430 -2.16434
H40 4.09447 -2.02491 -2.06329
C28 -2.78361 -2.84556 -2.33625
C29 -3.68114 -1.69746 -2.70123
N13 -4.93710 -2.01094 -3.05624
O1 -3.30918 -0.52555 -2.66203
H41 -3.09968 -3.78417 -2.78499
H42 -2.79869 -2.93508 -1.24609
H43 -1.76165 -2.62326 -2.63915
H44 -5.25891 -2.96183 -3.07950
H45 -5.58224 -1.27061 -3.27762
O2 -1.90868 -0.89358 0.13020
O3 -2.58487 -1.83747 0.77637

Summary:
**Total charge**: +2
**Largest force on an atom**: 0.6 eV Å⁻¹
**M**: 750.6 g/mol
**ΔE to the lowest compared entry with this formula, charge and spin**: 38.25 kcal/mol
**Frontier orbital gap (alpha / beta)**: 6.8821 / 6.8813 eV

Molecular formula: C29H46AlP2S
Method: DFT, ωB97M-V/def2-TZVPD

Positions of all 79 atoms, in Å:
Al1 1.06688 -3.13197 0.43588
C1 1.18936 1.92221 0.28597
C2 1.49899 1.92516 -1.10033
C3 -0.53153 0.88119 -0.82671
C4 -0.06041 1.26620 0.45716
C5 0.42056 1.31877 -1.79033
C6 2.00464 2.54830 1.34639
H1 3.06235 2.66211 1.05896
H2 1.95742 1.98131 2.28542
H3 1.62164 3.55905 1.56998
C7 -0.69885 0.99284 1.75647
H4 0.04833 0.93172 2.55344
H5 -1.23717 0.04305 1.73089
H6 -1.41828 1.77088 2.04120
C8 -1.74832 0.08490 -1.05995
H7 -2.67122 0.67868 -0.99264
H8 -1.81744 -0.72077 -0.31830
H9 -1.73042 -0.39864 -2.03983
C9 0.29460 1.15010 -3.25435
H10 -0.24167 1.99181 -3.72603
H11 -0.25460 0.23051 -3.50222
H12 1.28687 1.08999 -3.71894
C10 2.70241 2.51326 -1.73181
H13 2.54600 3.57652 -1.97363
H14 2.95991 2.00123 -2.67081
H15 3.56532 2.45222 -1.05813
C11 2.20160 -4.39856 1.29549
C12 3.31381 -3.46844 1.71223
C13 4.37706 -3.22123 0.63693
C14 3.88381 -2.94099 -0.77537
C15 2.42948 -2.45655 -0.99238
C16 1.42772 -3.53965 -1.46350
C17 1.67169 -5.04373 -1.12009
C18 2.47312 -5.38284 0.16776
H16 5.01360 -4.11861 0.58703
H17 4.05096 -3.83342 -1.38594
H18 5.05869 -2.41767 0.94020
H19 3.54297 -5.48632 -0.07671
H20 1.67934 -4.87512 2.13156
H21 3.82635 -3.82862 2.61985
H22 2.17282 -6.39517 0.47316
H23 0.67456 -5.51978 -1.06939
H24 1.59244 -3.53554 -2.58526
H25 2.18338 -5.51965 -1.97269
H26 4.54695 -2.17980 -1.20759
H27 2.48483 -1.76605 -1.85278
P1 2.78907 -1.76878 2.64993
C19 2.78438 -1.97461 4.43988
C20 3.96306 -0.42907 2.32500
P2 -0.09575 -2.69052 -2.94898
C21 1.29568 -1.73501 1.78466
C22 0.90888 -2.31550 -4.44079
C23 -0.67666 -4.34775 -3.38365
H28 1.73841 -2.02401 4.77357
H29 3.26763 -1.10441 4.91125
H30 3.30640 -2.89378 4.73912
H31 4.66289 -0.66236 1.51298
H32 4.53173 -0.20942 3.24158
H33 3.37352 0.45101 2.02661
H34 0.06232 -5.13438 -3.19598
H35 -0.95894 -4.33579 -4.44110
H36 -1.55813 -4.54362 -2.76309
H37 0.64630 -0.91945 2.08518
H38 2.11787 -1.66072 -0.27107
H39 0.19728 -2.12682 -5.25396
H40 1.58210 -3.13612 -4.72020
H41 1.50973 -1.41069 -4.27518
S1 -1.21004 -3.43552 0.35171
C24 -2.07065 -2.88384 1.76508
C25 -3.07555 -1.89455 1.65016
C26 -3.78226 -1.46511 2.77015
C27 -3.58374 -2.07377 4.01334
C28 -2.64314 -3.10301 4.12216
C29 -1.87434 -3.48475 3.02459
H42 -3.31367 -1.50732 0.66287
H43 -4.52030 -0.67138 2.66609
H44 -4.18335 -1.78042 4.87602
H45 -2.52433 -3.62792 5.06999
H46 -1.11585 -4.26291 3.10114

Summary:
**Total charge**: +1
**Largest force on an atom**: 4.5 eV Å⁻¹
**M**: 515.7 g/mol
**ΔE to the lowest compared entry with this formula, charge and spin**: 10.32 kcal/mol
**Frontier orbital gap (alpha / beta)**: 5.3401 / 6.0026 eV